This record from the Open Molecules 2025 dataset describes 2 unconnected molecules or ions with the total composition C5H12NO at a distorted geometry. The level of theory is wB97M-V/def2-TZVPD.

Geometry as XYZ:
```
19
Properties=species:S:1:pos:R:3
C 1.711 1.859 -1.002
C 0.812 1.540 0.239
C 0.587 0.065 0.353
C 1.452 -0.816 0.819
C -1.797 0.069 -0.230
N -0.638 -0.461 -0.202
H 2.727 1.957 -0.640
H 1.369 2.662 -1.631
H 1.781 0.955 -1.614
H -0.096 2.141 0.214
H 1.373 1.861 1.110
H 2.448 -0.506 1.119
H 1.180 -1.863 0.898
H -2.576 -0.462 -0.749
H -1.943 1.034 0.241
H -0.589 -1.445 -0.464
H -2.225 -2.575 1.136
H -3.251 -3.156 0.183
O -2.324 -2.861 0.218
```

## Properties
Relative energy (zero: lowest compared OMol25 entry of this formula, charge and spin): 1.336 eV
Molecular weight: 102.16 g mol⁻¹
E_tot: -8909.29287 eV
LUMO energy: -5.163 eV
Highest occupied orbital energy: -14.4 eV
Net charge: +1